# 1
DFT (the ωB97M-V functional and the def2-TZVPD basis) results for a cluster of 12 separate species, C5H33N2O12 in total at a distorted geometry.

HOMO (eV): -12.732
Energy (Eh): -1222.45606
2S+1: 1
Energy above the lowest of the compared OMol25 structures with the same formula, charge and spin (eV): 2.976
LUMO (eV): -2.72
Net charge: +1
Kohn-Sham gap (eV): 10.02

The geometry in XYZ format:
```
52
Properties=species:S:1:pos:R:3:forces:R:3
N -0.518239 1.314215 -0.445149 1.965 -1.835 1.434
C -0.030204 -0.154647 -0.188202 1.480 1.461 2.052
C -0.922374 -1.216619 -0.809460 -2.951 3.579 -1.636
C -0.947462 -2.569774 -0.272591 0.033 -0.378 0.783
C -2.051140 -3.250164 0.057473 -0.620 0.646 -1.082
C 1.408062 -0.165187 -0.730255 0.367 -1.945 -1.679
N 2.361526 -0.542513 0.115654 2.779 -1.132 1.829
O 1.676048 -0.137027 -1.930530 -0.448 1.343 1.223
H 0.124809 1.774782 -1.148067 -0.891 -0.043 0.179
H -0.316256 1.790305 0.461502 -0.563 -0.076 -0.839
H -1.508814 1.270093 -0.568178 -0.707 0.624 -0.478
H 0.116636 -0.225213 0.941548 -0.806 0.046 -1.398
H -0.697977 -1.111008 -1.906887 -0.240 -0.791 0.810
H -2.002604 -0.752709 -0.729122 1.655 -0.932 -0.177
H 0.067613 -2.871100 -0.150631 0.447 -1.295 0.214
H -3.020473 -2.721747 -0.145387 0.855 -0.630 0.322
H -2.129015 -4.321858 0.277010 0.394 0.621 0.272
H 2.366167 -0.657630 1.136520 -0.845 0.252 -0.642
H 3.285987 -0.872737 -0.250427 -1.459 0.857 -0.063
H 1.686790 3.375706 -0.596071 0.283 -0.233 -0.596
H 2.206498 2.611027 -1.930995 0.073 0.240 0.443
O 1.456383 2.805048 -1.354694 -0.141 0.219 0.123
H -1.559974 4.521085 0.079210 0.166 0.074 -0.047
H -0.617519 4.501832 -1.150201 -0.014 -0.089 1.207
O -0.641092 4.359203 -0.171434 -0.161 -0.066 -1.151
H 2.344257 -1.396413 4.199206 0.061 -0.093 0.404
H 1.106982 -1.437134 3.246816 -0.291 -0.431 0.296
O 2.074795 -1.424218 3.284509 0.276 0.604 -0.862
H 1.488612 0.479437 2.918977 -0.206 0.205 0.738
H 0.555174 1.840299 3.088881 0.516 -1.069 0.122
O 1.076178 1.253211 2.508822 -0.338 0.961 -0.806
H -5.259689 0.215428 0.209759 1.373 -0.101 1.347
H -4.995592 -0.393576 1.630237 0.228 0.370 -0.564
O -4.562953 0.136999 0.931629 -1.633 -0.480 -0.754
H -1.213130 -0.399871 -4.052680 0.368 -0.024 -0.052
H -2.350291 -1.350802 -4.321676 -0.024 0.900 0.375
O -2.166656 -0.465279 -3.938252 -0.693 -0.857 -0.292
H 2.189341 -3.542670 -0.925563 -0.315 -0.691 -0.061
H 1.282819 -4.806692 -0.726125 -0.131 -0.017 0.396
O 1.882704 -4.374340 -1.329090 0.515 0.683 -0.365
H -2.971936 0.972436 1.442202 -0.958 0.057 0.286
H -2.683169 2.335391 2.290803 0.183 -1.607 -1.495
O -2.380380 1.716485 1.559320 0.719 1.710 1.239
H 0.893365 -1.682568 -4.373474 -0.796 0.195 0.405
H 1.179352 -0.307702 -3.937779 -0.055 0.409 0.512
O 0.485683 -0.964901 -3.841439 0.695 -1.109 -1.770
H 3.591227 2.994088 1.640921 0.393 0.495 -0.001
H 2.296039 2.797695 2.252516 -0.538 -0.073 0.296
O 2.897751 3.522367 2.057105 0.219 -0.486 -0.493
H -1.363296 -1.486160 2.616284 0.637 -0.110 0.715
H -1.021741 -1.439954 4.160209 -0.078 -0.055 -0.417
O -0.633310 -1.481608 3.273279 -0.777 0.098 -0.300
```
Positions in Å, forces in eV/Å.

---

# 2
DFT (the ωB97M-V functional and the def2-TZVPD basis) results for a structure of composition C31H55BF3N7O3PRuS.

Expectation value of S²: 8.76
HOMO (alpha / beta) (eV): -8.427 / -8.909
Energy (Eh): -2982.20961
2S+1: 6
Energy above the lowest of the compared OMol25 structures with the same formula, charge and spin (eV): 0.000
LUMO (alpha / beta) (eV): 0.51 / -1.15
Kohn-Sham gap (alpha / beta) (eV): 8.94 / 7.76

The geometry in XYZ format:
```
103
Properties=species:S:1:pos:R:3:forces:R:3
Ru -0.138801 1.021073 -0.016582 -0.114 -0.289 0.189
C 3.540219 2.117572 3.643854 -0.028 -0.038 -0.119
C 2.300121 1.691696 2.866892 -0.009 -0.138 -0.001
C 1.262213 1.047588 3.783251 -0.084 -0.013 -0.016
C 1.693386 2.845757 2.134320 0.013 -0.012 -0.114
C 2.084758 4.185605 2.132150 -0.105 -0.006 0.053
C 1.174066 4.819446 1.314774 -0.034 -0.007 0.071
N 0.302770 3.913966 0.860096 0.020 0.088 -0.093
N 0.615401 2.692591 1.356731 0.075 -0.149 0.019
B -0.917716 4.148143 -0.048340 -0.009 -0.120 0.100
N -0.699779 3.608802 -1.482169 0.163 0.133 -0.136
C -0.528701 4.352573 -2.578361 -0.049 -0.046 -0.087
C -0.457115 3.518461 -3.675484 0.011 0.029 0.102
C -0.592803 2.230864 -3.155279 -0.031 -0.114 -0.064
N -0.727942 2.296992 -1.826666 0.036 -0.200 0.149
C -0.646270 0.929075 -3.907047 0.049 0.004 0.008
C 0.676328 0.168969 -3.809954 -0.002 0.101 0.111
C -1.007724 1.158610 -5.373275 -0.051 -0.032 0.082
N -2.122972 3.425969 0.566192 -0.055 0.086 -0.034
C -3.249264 3.979114 1.023374 -0.030 -0.001 0.012
C -4.070767 2.974474 1.486171 -0.003 -0.013 -0.008
C -3.351461 1.795876 1.267832 0.140 0.087 -0.019
N -2.168565 2.083733 0.711214 -0.040 -0.154 0.039
C -3.773191 0.391377 1.556624 0.002 -0.112 0.011
C -3.941364 -0.387620 0.253339 0.037 0.084 -0.021
C -5.053628 0.341757 2.384924 0.086 -0.009 -0.014
H 3.942748 1.272006 4.200698 0.018 -0.035 0.017
H 3.303759 2.909153 4.356086 -0.018 0.028 0.068
H 4.311746 2.473429 2.962996 0.027 0.026 -0.012
H 2.619130 0.971216 2.108560 -0.056 -0.025 0.098
H 0.920163 1.764621 4.531796 -0.024 0.006 0.041
H 1.692944 0.191697 4.303089 0.005 -0.061 0.031
H 0.387351 0.709898 3.220560 0.024 0.000 0.037
H 2.915322 4.625049 2.650335 0.050 0.038 0.034
H 1.083580 5.853239 1.034541 -0.027 0.078 -0.042
H -1.142199 5.322451 -0.116922 0.049 0.047 -0.011
H -0.498615 5.424931 -2.510137 0.015 0.076 0.027
H -0.334434 3.801957 -4.702546 -0.013 0.035 -0.099
H -1.436221 0.321933 -3.448713 0.047 0.079 0.001
H 1.476167 0.734890 -4.282982 0.097 0.096 -0.039
H 0.596125 -0.797262 -4.309938 0.030 0.044 -0.028
H 0.970094 0.006256 -2.771873 -0.071 0.120 -0.140
H -0.204031 1.687794 -5.885369 0.032 0.035 -0.040
H -1.923514 1.738719 -5.479675 -0.042 0.019 -0.001
H -1.147338 0.202842 -5.877213 0.010 -0.036 -0.023
H -3.387548 5.044787 0.992537 0.010 0.073 -0.023
H -5.047203 3.076760 1.919743 -0.068 0.015 0.033
H -2.972271 -0.070324 2.138146 0.009 -0.033 0.000
H -4.706693 0.081699 -0.367097 -0.038 0.010 -0.028
H -4.250115 -1.413363 0.458076 -0.031 -0.013 0.012
H -3.006624 -0.406787 -0.311871 -0.068 0.023 0.035
H -5.887028 0.783966 1.837712 -0.042 0.012 -0.026
H -4.942195 0.875773 3.327948 0.000 0.028 0.032
H -5.314464 -0.692429 2.609397 -0.007 -0.025 0.003
F 3.023448 4.119469 -0.927332 -0.046 0.045 0.068
C 3.672110 3.186717 -1.630193 -0.049 -0.032 -0.034
F 3.218213 3.234013 -2.884508 -0.102 -0.087 -0.124
F 4.965351 3.502627 -1.646983 0.149 -0.001 0.021
S 3.430113 1.519608 -0.886374 0.182 0.030 -0.166
O 4.020714 0.607119 -1.826409 -0.029 0.019 0.020
O 4.036471 1.628953 0.411648 0.102 -0.009 0.007
O 1.959497 1.431827 -0.841166 -0.312 -0.073 -0.153
C -0.781128 -2.357724 -2.429165 0.037 -0.010 0.020
C -0.809872 -3.284673 -1.205278 0.057 0.096 0.089
C -2.280725 -3.387542 -0.785150 0.059 0.001 0.025
C -0.314502 -4.674745 -1.612140 -0.048 0.064 -0.036
P 0.177603 -2.443858 0.179242 -0.030 -0.074 -0.054
N -0.224045 -0.898806 0.205860 0.132 0.523 -0.009
C -0.279362 -3.209798 1.864285 0.097 0.055 -0.176
C -0.362878 -4.737844 1.905524 -0.020 0.094 -0.026
C -1.614365 -2.614244 2.319853 -0.049 0.063 -0.036
C 0.751382 -2.745073 2.898046 0.063 -0.024 -0.029
C 2.029725 -2.638012 -0.181431 -0.145 0.002 0.044
C 2.610623 -4.018853 0.137964 -0.049 0.052 -0.030
C 2.263428 -2.347632 -1.670010 0.052 0.032 -0.006
C 2.808274 -1.564766 0.588403 -0.109 0.076 0.014
H -1.541149 -2.693532 -3.137029 -0.047 -0.049 -0.028
H 0.176452 -2.366670 -2.941030 -0.182 -0.022 0.060
H -1.010832 -1.329469 -2.145931 -0.006 -0.110 -0.006
H -2.868868 -3.640522 -1.669344 -0.017 -0.028 -0.026
H -2.651425 -2.441471 -0.402118 0.029 -0.048 -0.014
H -2.457191 -4.165711 -0.048831 0.005 -0.064 0.112
H -1.005857 -5.072062 -2.359598 -0.016 -0.013 -0.014
H -0.294057 -5.376409 -0.784575 0.001 -0.090 0.143
H 0.670545 -4.649993 -2.068172 0.044 -0.026 -0.011
H -1.188896 -5.127205 1.318239 -0.080 -0.025 -0.092
H -0.538140 -5.037193 2.941949 0.001 0.002 0.020
H 0.550426 -5.222755 1.577685 0.167 -0.051 -0.060
H -2.472490 -3.038359 1.810940 -0.086 -0.031 -0.115
H -1.611922 -1.539140 2.165511 -0.015 0.073 0.032
H -1.736296 -2.808154 3.387265 -0.003 -0.032 0.019
H 1.704578 -3.255306 2.805305 0.126 -0.025 -0.063
H 0.360623 -2.964607 3.893832 0.006 -0.022 0.008
H 0.914329 -1.674379 2.836007 0.051 0.201 0.022
H 2.096683 -4.824010 -0.378926 -0.064 -0.096 -0.054
H 2.618307 -4.240216 1.200372 -0.032 -0.005 0.141
H 3.649575 -4.026292 -0.199066 0.022 0.010 -0.003
H 1.896220 -3.141756 -2.315788 0.039 0.022 0.003
H 3.336804 -2.257485 -1.834498 0.068 0.005 0.025
H 1.825376 -1.399009 -1.972243 0.102 -0.098 0.083
H 2.911472 -1.781919 1.646579 -0.049 -0.039 0.124
H 2.336886 -0.590396 0.470915 0.057 -0.090 0.076
H 3.808940 -1.490105 0.161400 0.029 -0.007 0.009
```
Positions in Å, forces in eV/Å.